# 1
Entry from OMol25: 2 unconnected molecules or ions with the total composition C6H16N2O (ωB97M-V with the def2-TZVPD basis set).

Last column: Mulliken charge in e.
Geometry (Å):
C1 -3.058 -1.229 -0.424  -1.418
C2 -1.945 -0.323 0.009  0.645
N1 -0.871 -0.982 0.681  -0.564
C3 -1.902 0.982 -0.294  -0.386
N2 -0.875 1.878 -0.019  -0.411
H1 -3.534 -1.712 0.436  0.317
H2 -2.684 -2.025 -1.075  0.314
H3 -3.821 -0.676 -0.966  0.347
H4 -0.317 -0.357 1.299  0.270
H5 -1.193 -1.780 1.219  0.230
H6 -2.721 1.400 -0.865  0.284
H7 -0.170 1.572 0.654  0.182
H8 -1.176 2.830 0.125  0.214
C4 1.658 -1.168 -0.523  -1.110
C5 2.290 -0.062 0.183  0.605
C6 2.496 1.211 -0.598  -1.475
O1 1.272 0.481 1.466  -0.771
H9 0.425 -1.136 -0.216  0.301
H10 1.925 -2.153 -0.138  0.341
H11 1.738 -1.120 -1.605  0.338
H12 3.170 -0.350 0.761  0.423
H13 3.238 1.045 -1.382  0.395
H14 2.844 2.012 0.050  0.321
H15 1.559 1.521 -1.060  0.373
H16 1.652 0.142 2.283  0.234

SMILES string: C/C(N)=C/N.CC(C)O
Energy relative to the best compared isomer or geometry (same formula, charge and spin), kJ/mol: 255.8
HOMO-LUMO gap, eV: 7.70
Charge: 0
Highest occupied orbital energy, eV: -6.905


# 2
Entry from OMol25: a single C6H16N2O molecule (ωB97M-V with the def2-TZVPD basis set).

Last column: Mulliken charge in e.
Geometry (Å):
C1 -0.226 -0.656 1.551  -2.321
C2 -0.228 -0.356 0.053  2.113
C3 -0.468 -1.645 -0.736  -2.144
C4 -1.434 0.651 -0.295  -1.026
N1 -2.710 0.052 0.035  -0.503
C5 1.092 0.312 -0.377  0.667
C6 1.455 1.576 0.404  -1.702
N2 2.178 -0.712 -0.102  -0.645
O1 1.098 0.586 -1.775  -0.572
H1 -0.315 0.252 2.143  0.396
H2 0.704 -1.154 1.812  0.490
H3 -1.055 -1.316 1.796  0.565
H4 -0.216 -1.499 -1.784  0.373
H5 0.132 -2.456 -0.333  0.473
H6 -1.519 -1.911 -0.661  0.519
H7 -1.433 0.842 -1.371  0.470
H8 -1.278 1.602 0.237  0.259
H9 -2.810 -0.062 1.037  0.191
H10 -3.475 0.549 -0.404  0.230
H11 0.687 2.341 0.315  0.385
H12 2.381 1.980 -0.004  0.468
H13 1.615 1.339 1.450  0.376
H14 3.080 -0.275 -0.266  0.301
H15 2.093 -1.460 -0.781  0.266
H16 0.650 1.419 -1.946  0.370

SMILES string: CC(C)(CN)[C@@](C)(N)O
Energy relative to the best compared isomer or geometry (same formula, charge and spin), kJ/mol: 60.0
HOMO-LUMO gap, eV: 9.88
Charge: 0
Highest occupied orbital energy, eV: -9.108